No. 1
# C34H43F9N6O2Si2

A molecular structure, C34H43F9N6O2Si2 (ωB97M-V with the def2-TZVPD basis set, the Open Molecules 2025 dataset).

Positions of all 96 atoms, in Å:
C (-1.78342, 5.55974, -4.95883)
C (-1.21792, 5.05211, -3.63816)
N (0.07766, 4.36836, -3.77932)
C (0.00886, 2.99590, -4.28635)
C (0.95916, 2.02427, -3.56729)
Si (0.42448, 1.46195, -1.86021)
C (-0.95446, 2.54768, -1.18411)
C (-1.28889, 2.24622, 0.25292)
N (-1.67403, 1.14083, 0.73880)
C (1.85564, 1.40044, -0.65234)
C (2.90271, 2.52010, -0.75696)
C (2.42514, 3.85147, -0.21320)
F (1.65626, 3.69394, 0.87856)
F (1.62768, 4.44855, -1.14870)
C (3.56358, 4.87920, 0.14151)
F (4.75278, 4.35786, -0.23535)
F (3.61009, 5.08901, 1.46195)
C (3.49170, 6.26666, -0.56462)
F (4.59157, 6.94394, -0.19248)
F (3.55330, 6.06786, -1.89151)
C (2.22906, 7.14126, -0.21755)
F (1.38115, 6.45184, 0.56472)
F (1.58608, 7.49268, -1.32142)
F (2.59791, 8.23917, 0.44281)
O (-0.11270, -0.10697, -1.98537)
Si (-1.38267, -0.69877, -2.84459)
C (1.12342, 5.21359, -4.09066)
C (2.39876, 4.62989, -4.64777)
O (1.02709, 6.40288, -3.89071)
H (-1.05574, 6.18403, -5.47940)
H (-2.67426, 6.16572, -4.77610)
H (-2.07210, 4.72961, -5.61145)
H (-1.90807, 4.33445, -3.18701)
H (-1.09176, 5.87185, -2.93101)
H (-1.02940, 2.68543, -4.13787)
H (0.17424, 2.95707, -5.37298)
H (1.95004, 2.47620, -3.51687)
H (1.08528, 1.12110, -4.17318)
H (-0.59365, 3.57586, -1.28292)
H (-1.86616, 2.47663, -1.79029)
H (-1.17791, 3.07623, 0.95639)
H (-1.73363, 0.42842, 0.00666)
H (1.45921, 1.34282, 0.36603)
H (2.36900, 0.44811, -0.82633)
H (3.14960, 2.72406, -1.80377)
H (3.83820, 2.24371, -0.27169)
H (-2.65567, -0.18161, -2.29436)
H (-1.26919, -0.27082, -4.26160)
H (-1.37066, -2.17003, -2.76978)
H (2.25019, 3.85102, -5.39748)
H (3.01709, 4.21822, -3.84551)
H (2.95096, 5.45181, -5.10144)
N (-4.29324, -2.16605, 2.73601)
C (-5.14481, -2.30050, 3.75047)
C (-5.67375, -1.23226, 4.45807)
C (-5.30087, 0.05106, 4.08880)
C (-4.41704, 0.20762, 3.03400)
C (-3.94396, -0.92752, 2.39236)
H (-5.41354, -3.31746, 4.01699)
H (-6.35565, -1.40695, 5.27916)
H (-5.68817, 0.91225, 4.61822)
H (-4.08009, 1.18269, 2.71006)
H (-3.24094, -0.82985, 1.57494)
N (3.80722, 1.72097, -6.44053)
C (2.61043, 1.15269, -6.55706)
C (2.36204, -0.18653, -6.29536)
C (3.41947, -0.98360, -5.88543)
C (4.67336, -0.40631, -5.76051)
C (4.81530, 0.94345, -6.05112)
H (1.80349, 1.80386, -6.87967)
H (1.36374, -0.58895, -6.40847)
H (3.26933, -2.03349, -5.66946)
H (5.53007, -0.98741, -5.44757)
H (5.78393, 1.42373, -5.96745)
N (-3.54127, -6.44642, 6.25058)
C (-2.34864, -6.45569, 6.84239)
C (-1.29932, -5.63179, 6.46168)
C (-1.49803, -4.75035, 5.41092)
C (-2.73436, -4.72687, 4.78523)
C (-3.71608, -5.59414, 5.24316)
H (-2.23011, -7.15770, 7.66113)
H (-0.35133, -5.67825, 6.98149)
H (-0.70451, -4.08948, 5.08624)
H (-2.93321, -4.05571, 3.95922)
H (-4.69562, -5.60878, 4.77641)
N (0.93153, -9.84386, 7.84639)
C (0.92405, -11.17454, 7.83169)
C (0.05813, -11.92816, 7.05227)
C (-0.85145, -11.26588, 6.24349)
C (-0.85494, -9.88031, 6.24725)
C (0.05385, -9.22207, 7.06238)
H (1.64631, -11.66290, 8.47681)
H (0.09893, -13.00855, 7.08360)
H (-1.54535, -11.81847, 5.62325)
H (-1.54829, -9.31463, 5.63902)
H (0.07776, -8.13842, 7.08715)

Atoms 1-6, force components in eV/Å:
-0.1 0.0 0.0
0.0 -0.1 0.3
-0.3 0.0 -0.5
0.0 -0.1 0.0
-0.1 0.1 0.0
0.1 0.1 0.1

Results
HOMO-LUMO gap, eV: 9.68
2S+1: 1
Energy relative to the best compared isomer or geometry (same formula, charge and spin), eV: 0.000
Net charge: 0
LUMO level, eV: 0.3

Atomic partial charges in e from the Mulliken method, atoms 1 to 5: atom 1 (C): -1.32, atom 2 (C): -0.58, atom 3 (N): 0.89, atom 4 (C): -1.65, atom 5 (C): 0.70


No. 2
# C34H43N3RuSb

A molecular structure, C34H43N3RuSb (ωB97M-V with the def2-TZVPD basis set, the Open Molecules 2025 dataset).

Positions of all 82 atoms, in Å:
Ru (-0.41347, -0.34100, -0.36255)
C (1.82546, 0.38424, -4.03805)
C (2.09590, 1.76623, -3.92329)
C (1.72883, 2.44099, -2.79462)
C (1.06065, 1.76586, -1.74769)
N (0.74955, 0.41674, -1.90520)
C (1.16804, -0.23243, -3.01084)
C (0.71869, 2.34818, -0.50234)
C (1.01502, 3.65397, -0.02975)
C (0.71571, 3.98356, 1.26015)
C (0.14736, 3.03307, 2.15611)
C (-0.14560, 1.79584, 1.65162)
N (0.06844, 1.50496, 0.35819)
C (-0.66513, 0.63822, 2.41915)
C (-0.97296, 0.68982, 3.76809)
C (-1.39620, -0.45880, 4.41524)
C (-1.49077, -1.64540, 3.70456)
C (-1.17318, -1.63670, 2.36241)
N (-0.78788, -0.52437, 1.72465)
H (2.12760, -0.18120, -4.90639)
H (2.60729, 2.28686, -4.72190)
H (1.95424, 3.49269, -2.68724)
H (0.93906, -1.29024, -3.03525)
H (1.48932, 4.37475, -0.68071)
H (0.94410, 4.97568, 1.62534)
H (-0.01595, 3.28674, 3.19178)
H (-0.87513, 1.61997, 4.30776)
H (-1.63669, -0.42977, 5.46950)
H (-1.80122, -2.56556, 4.17777)
H (-1.21546, -2.53368, 1.75947)
C (-5.12292, 2.53982, -1.09549)
C (-3.84717, 2.04240, -0.42283)
C (-2.83227, 3.18484, -0.39664)
C (-4.12602, 1.60965, 1.01857)
Sb (-2.96000, 0.29436, -1.42190)
C (-2.95124, 0.68697, -3.57380)
C (-4.36276, 0.77565, -4.14999)
C (-2.17936, -0.44044, -4.26290)
C (-2.21437, 2.00663, -3.79121)
C (-4.36610, -1.36146, -1.12249)
C (-4.12118, -2.39434, -2.22080)
C (-5.83346, -0.93870, -1.14719)
C (-4.02194, -1.99462, 0.22496)
H (-5.52705, 3.36878, -0.50433)
H (-5.89677, 1.77820, -1.16854)
H (-4.92275, 2.92642, -2.09563)
H (-3.24830, 4.00216, 0.20216)
H (-2.62688, 3.58302, -1.38954)
H (-1.88926, 2.89180, 0.05555)
H (-4.47014, 2.47831, 1.58951)
H (-3.22654, 1.23043, 1.51082)
H (-4.89989, 0.84577, 1.08697)
H (-4.94346, -0.12837, -3.97177)
H (-4.29122, 0.90646, -5.23494)
H (-4.92127, 1.62319, -3.75306)
H (-2.75221, -1.36444, -4.30851)
H (-1.22819, -0.64998, -3.77406)
H (-1.96223, -0.13651, -5.29211)
H (-2.73642, 2.85063, -3.34101)
H (-2.15069, 2.19996, -4.86710)
H (-1.19512, 1.97630, -3.39865)
H (-4.50459, -2.06588, -3.18565)
H (-4.64073, -3.32209, -1.96006)
H (-3.06159, -2.62482, -2.33836)
H (-6.10758, -0.43791, -2.07639)
H (-6.09392, -0.28608, -0.31583)
H (-6.45533, -1.83605, -1.06147)
H (-3.00750, -2.40164, 0.21746)
H (-4.71248, -2.82106, 0.42198)
H (-4.10265, -1.28738, 1.05335)
C (-0.31213, -2.13506, -0.76196)
C (-0.03374, -3.47663, -0.72096)
C (-0.95132, -4.48694, -1.13102)
C (-0.59961, -5.81487, -1.04569)
C (0.65308, -6.20099, -0.57109)
C (1.56726, -5.22440, -0.17483)
C (1.24933, -3.88814, -0.23926)
H (-1.92413, -4.20654, -1.50753)
H (-1.30996, -6.56888, -1.35961)
H (0.91484, -7.24805, -0.51354)
H (2.54350, -5.51725, 0.18947)
H (1.96457, -3.13516, 0.06541)

Atoms 1-6, force components in eV/Å:
-0.1 0.1 -0.1
0.0 0.1 0.0
0.0 0.0 0.0
0.0 0.0 0.1
0.0 0.0 -0.1
0.1 0.1 0.0

Results
HOMO-LUMO gap (spin up / spin down), eV: 4.93 / 7.12
2S+1: 5
Energy relative to the best compared isomer or geometry (same formula, charge and spin), eV: 0.000
Net charge: +1
LUMO level (spin up / spin down), eV: -3.1 / -4.1

Atomic partial charges in e from the Mulliken method, atoms 1 to 5: atom 1 (Ru): -0.78, atom 2 (C): -0.93, atom 3 (C): -0.64, atom 4 (C): -0.65, atom 5 (C): 0.40